ORCA calculation (ωB97M-V/def2-TZVPD) on one molecule with the formula C3H3P3 at a distorted geometry.

**Energy relative to the best compared isomer or geometry (same formula, charge and spin)**: 123.9 kJ/mol
**Gap between HOMO and LUMO (alpha / beta)**: 6.9019 / 6.9010 eV
**HOMO level (alpha / beta)**: -8.744 / -8.743 eV
**SMILES string**: [H]/P=C1/C=PC=P1

ORCA input file:
```
! RIJCOSX wB97M-V def2-TZVPD def2/J DEFGRID3
* xyz 0 1
C 0.352 -1.266 0.046
C 1.567 0.993 0.048
C -0.823 -0.010 -0.135
P 1.912 -0.749 -0.069
P -0.042 1.532 0.016
P -2.453 -0.548 -0.005
H 0.099 -2.322 0.172
H 2.417 1.771 0.324
H -3.031 0.598 -0.398
*
```

ORCA calculation (ωB97M-V/def2-TZVPD) on C18H33BeNOS4 as an isolated structure.

**Gap between HOMO and LUMO**: 9.4213 eV
**HOMO level**: -14.839 eV

ORCA input file:
```
! RIJCOSX wB97M-V def2-TZVPD def2/J DEFGRID3
* xyz 2 1
Be 0.796 0.417 0.177
C -0.022 3.204 1.137
C 0.501 2.577 2.431
S 1.099 0.860 2.295
C 2.909 1.045 2.496
C 3.766 0.398 1.406
S 3.313 0.727 -0.310
C 3.622 2.485 -0.527
C 2.534 3.421 0.008
S 0.882 2.791 -0.366
H -0.053 4.287 1.246
H -1.034 2.868 0.927
H -0.297 2.566 3.170
H 1.317 3.151 2.865
H 3.147 0.602 3.461
H 3.109 2.109 2.570
H 3.763 -0.690 1.485
H 4.798 0.718 1.545
H 3.723 2.601 -1.605
H 4.587 2.735 -0.087
H 2.633 4.397 -0.460
H 2.606 3.561 1.084
C -3.408 2.752 -2.765
C -4.068 1.614 -1.982
C -3.277 1.211 -0.725
S -1.841 0.257 -1.231
O -0.775 0.481 -0.141
C -2.426 -1.429 -0.986
C -2.255 -1.984 0.434
C -3.415 -1.713 1.396
H -3.848 2.858 -3.757
H -2.333 2.585 -2.906
H -3.533 3.702 -2.241
H -4.218 0.740 -2.626
H -5.064 1.910 -1.649
H -3.853 0.608 -0.031
H -2.884 2.086 -0.205
H -1.881 -2.017 -1.726
H -3.473 -1.385 -1.304
H -1.326 -1.603 0.862
H -2.117 -3.059 0.320
H -3.461 -0.665 1.707
H -3.299 -2.306 2.305
H -4.376 -1.984 0.950
C 1.542 -5.493 -1.063
C 1.426 -4.027 -0.737
C 1.330 -3.057 -1.732
C 1.219 -1.727 -1.389
N 1.196 -1.298 -0.114
C 1.292 -2.231 0.854
C 1.411 -3.577 0.583
H 1.593 -5.670 -2.135
H 0.684 -6.036 -0.662
H 2.433 -5.920 -0.597
H 1.363 -3.335 -2.780
H 1.172 -0.958 -2.161
H 1.271 -1.882 1.880
H 1.495 -4.279 1.406
*
```

ORCA calculation (ωB97M-V/def2-TZVPD) on a 14-piece molecular cluster, C3H32N2O16 overall at a distorted geometry.

**Energy relative to the best compared isomer or geometry (same formula, charge and spin)**: 19.7 kJ/mol
**Gap between HOMO and LUMO**: 9.8886 eV
**HOMO level**: -10.048 eV

ORCA input file:
```
! RIJCOSX wB97M-V def2-TZVPD def2/J DEFGRID3
* xyz 0 1
O -0.308 0.539 -0.044
C -1.130 1.039 0.716
N -1.474 2.352 0.656
C -1.208 3.279 -0.341
O 0.930 0.360 -2.432
O -1.501 4.441 -0.229
C -1.486 0.217 1.966
N -0.395 0.352 2.969
H -1.983 2.767 1.420
H 0.187 0.961 -2.441
H -1.647 -0.807 1.720
H -2.387 0.667 2.385
H 0.312 -0.320 2.693
H -0.821 0.011 3.821
H -1.353 -3.161 1.058
H -2.036 -4.139 0.292
O -2.297 -3.366 0.816
H 0.315 -1.480 -1.979
H -0.213 -2.752 -1.245
O -0.015 -2.378 -2.131
H 1.392 -0.945 -4.041
H 2.870 -0.776 -3.798
O 2.246 -1.147 -4.426
H 2.907 -2.600 -1.578
H 3.148 -1.124 -1.811
O 3.608 -1.934 -1.566
H 2.206 -0.281 0.998
H 3.333 -1.406 0.833
O 2.639 -1.058 1.397
H -5.018 1.267 0.417
H -3.936 0.270 0.565
O -4.367 0.993 1.068
H 1.386 0.917 -1.776
H -0.888 3.365 -2.267
O -0.990 2.736 -1.550
H 2.057 3.508 1.892
H 0.989 3.320 2.794
O 1.454 2.786 2.132
H 0.980 -2.151 0.613
H -0.096 -1.177 0.103
O 0.023 -2.065 0.499
H -2.700 -1.353 -1.006
H -2.791 -1.701 0.486
O -2.709 -0.937 -0.116
H 3.932 0.649 2.624
H 2.695 1.375 2.823
O 3.643 1.558 2.801
H 2.029 2.128 0.062
H 3.368 1.732 0.559
O 2.606 1.359 0.093
H -2.874 -2.639 -2.963
H -1.849 -1.534 -2.832
O -2.782 -1.718 -2.699
*
```

ORCA calculation (ωB97M-V/def2-TZVPD) on C18H26N5O4RuS2 as an isolated structure.

**Energy relative to the best compared isomer or geometry (same formula, charge and spin)**: 0.0 kJ/mol
**Gap between HOMO and LUMO (alpha / beta)**: 7.5314 / 6.1284 eV
**HOMO level (alpha / beta)**: -11.897 / -11.705 eV

ORCA input file:
```
! RIJCOSX wB97M-V def2-TZVPD def2/J DEFGRID3
* xyz 1 5
Ru -0.303 -0.449 0.070
O 0.413 0.790 3.931
C -0.099 0.648 2.843
N 0.366 -0.256 1.911
C 1.407 -1.148 2.422
C 2.151 -1.832 1.324
C 3.085 -2.819 1.608
C 3.727 -3.453 0.565
C 3.416 -3.085 -0.740
C 2.475 -2.106 -0.937
N 1.862 -1.474 0.076
C -1.302 1.459 2.462
C -1.936 2.204 3.441
C -3.065 2.928 3.096
C -3.505 2.884 1.783
C -2.802 2.119 0.869
N -1.713 1.416 1.193
H 0.952 -1.899 3.073
H 2.090 -0.577 3.048
H 3.280 -3.086 2.640
H 4.451 -4.232 0.760
H 3.881 -3.566 -1.589
H 2.187 -1.821 -1.940
H -1.532 2.187 4.444
H -3.593 3.513 3.838
H -4.385 3.426 1.462
H -3.135 2.081 -0.159
C 1.200 2.445 0.451
N 0.884 1.475 -0.614
C 2.154 1.110 -1.275
C -0.035 2.096 -1.585
C -0.392 1.113 -2.665
N -0.954 -0.163 -2.120
C -0.567 -1.259 -3.051
C -2.450 -0.079 -2.152
H 1.759 3.285 0.031
H 1.807 1.968 1.218
H 0.288 2.826 0.898
H 2.557 1.976 -1.808
H 2.012 0.297 -1.980
H 2.870 0.791 -0.526
H 0.437 2.972 -2.042
H -0.919 2.435 -1.048
H 0.486 0.878 -3.261
H -1.116 1.568 -3.341
H -0.941 -1.019 -4.049
H -0.993 -2.199 -2.724
H 0.517 -1.341 -3.092
H -2.769 0.201 -3.160
H -2.798 0.664 -1.447
H -2.877 -1.043 -1.898
O -1.689 -4.286 0.758
S -1.696 -3.177 -0.139
O -0.313 -2.684 -0.480
O -2.531 -3.245 -1.311
S -2.304 -1.457 0.914
*
```

| no. | electronic energy (eV) |
| --- | --- |
| 1 | -31022.13574 |
| 2 | -66470.85315 |
| 3 | -39372.12488 |
| 4 | -58973.86853 |